This record from OMol25 describes C37H34N4O3S2Zn as an isolated structure. The level of theory is the ωB97M-V functional and the def2-TZVPD basis.

XYZ file:
```
81
Properties=species:S:1:pos:R:3:forces:R:3:mulliken_charge:R:1
Zn 0.01310 -0.84189 1.70454 0.1 0.0 0.0 -0.5017
C -2.18211 2.96452 0.61759 0.0 0.0 0.0 -1.8068
C -1.86966 1.61351 1.21203 0.0 0.0 0.0 1.2193
N -0.68911 1.10640 1.14683 0.1 0.2 -0.1 1.2379
N 0.26906 1.89512 0.49970 0.0 -0.3 0.1 -0.8223
C 1.46948 1.66151 0.90268 0.0 0.2 0.1 0.0998
S 2.02230 0.61626 2.16281 -0.1 -0.1 -0.2 -0.5019
S 2.67623 2.67342 0.00628 -0.1 0.0 0.1 -0.0442
C 3.29419 3.55722 1.47098 0.1 -0.1 0.0 -1.4609
C 2.27157 4.50209 2.03142 0.0 0.0 0.0 0.7519
C 2.03517 5.74694 1.45023 0.1 0.0 0.0 -0.3125
C 1.05155 6.58667 1.94629 0.0 0.0 0.0 -0.4808
C 0.27409 6.18695 3.02914 0.0 0.0 0.0 -0.4180
C 0.49129 4.94366 3.60348 0.0 0.0 0.0 -0.6767
C 1.48631 4.10806 3.10939 -0.1 0.0 0.1 -0.1693
C -2.95682 0.88504 1.88302 0.0 0.0 0.0 -0.0897
C -4.28078 1.26041 1.62405 0.0 0.0 0.0 -0.6911
C -5.36848 0.64971 2.21878 0.1 0.0 0.0 -0.8001
C -5.12516 -0.38557 3.13216 0.0 0.0 0.0 -0.3368
C -3.84365 -0.77056 3.43498 0.0 0.0 0.0 -0.5695
C -2.69093 -0.16008 2.84079 0.0 0.1 -0.1 0.6644
O -1.52536 -0.53201 3.18752 0.0 -0.1 -0.2 -0.8523
H -1.27554 3.44563 0.27003 0.0 0.0 0.0 0.4456
H -2.85388 2.83977 -0.23466 0.0 0.0 0.0 0.3085
H -2.68306 3.59462 1.35493 0.0 0.0 0.0 0.4019
H 3.54482 2.78434 2.19852 0.1 0.1 0.0 0.4511
H 4.20727 4.07263 1.16895 0.0 0.0 0.0 0.4814
H 2.61638 6.04059 0.58277 0.0 0.0 0.0 0.3342
H 0.87592 7.54824 1.47805 0.0 0.0 0.0 0.3542
H -0.50589 6.83540 3.40964 0.0 0.0 0.0 0.3570
H -0.12660 4.61014 4.42815 0.0 0.0 0.0 0.3798
H 1.63352 3.12077 3.53405 0.0 0.0 0.0 0.3412
H -4.46585 2.05749 0.91464 0.0 0.0 0.0 0.2567
H -6.37766 0.96261 1.98104 0.0 0.0 0.0 0.3691
H -5.96159 -0.89626 3.60125 0.0 0.0 0.0 0.3328
H -3.64689 -1.57590 4.13297 0.0 0.0 0.0 0.3947
C 1.47542 -5.98372 1.45566 0.0 0.0 0.0 -1.5782
C 0.99067 -5.28284 2.73339 0.1 0.1 -0.1 2.1479
C 2.14128 -5.24050 3.75024 0.0 0.0 0.0 -1.6416
C -0.18503 -6.06251 3.33440 0.0 0.0 0.0 -1.6005
C 0.58311 -3.90763 2.40478 -0.1 0.1 0.1 1.2352
C 0.28973 -2.75436 2.15244 0.1 -0.2 0.1 -1.6934
H 1.84245 -6.99252 1.68010 0.0 0.0 0.0 0.3701
H 2.27174 -5.40107 0.99133 0.0 0.0 0.0 0.3420
H 0.65985 -6.05765 0.73429 0.0 0.0 0.0 0.3643
H 2.45902 -6.25483 4.01894 0.0 0.0 0.0 0.3719
H 1.82640 -4.71534 4.65320 0.0 0.0 0.0 0.3897
H 2.99039 -4.70171 3.32818 0.0 0.0 0.0 0.3774
H 0.11906 -7.08339 3.59370 0.0 0.0 0.0 0.3411
H -1.00936 -6.11181 2.62117 0.0 0.0 0.0 0.3768
H -0.54915 -5.56274 4.23336 0.0 0.0 0.0 0.3716
O 2.40689 -2.32994 -0.42969 0.0 -0.1 0.1 -0.7007
C 1.57918 -1.68757 -1.03843 -0.1 0.2 -0.1 -0.3005
N 1.67123 -1.47545 -2.41640 0.1 0.0 0.0 -0.0209
C 0.59155 -0.68540 -2.91749 0.0 -0.1 -0.1 3.0935
C -0.20282 -0.47829 -1.58553 -0.2 -0.1 0.1 -0.5942
O -1.27162 0.11910 -1.59306 0.0 0.0 0.0 -0.6797
N 0.44030 -1.05550 -0.55957 0.1 0.0 0.0 0.0226
C -0.21452 -1.45848 -3.96318 0.0 0.0 0.0 -0.4686
C -1.48281 -1.97181 -3.72092 0.0 0.0 0.0 -0.1110
C -2.12794 -2.73354 -4.69027 0.0 0.0 0.0 -0.9368
C -1.52109 -2.98941 -5.91062 0.0 0.0 0.0 -0.3364
C -0.25700 -2.46925 -6.16440 0.0 0.0 0.0 -0.7937
C 0.38174 -1.70823 -5.19922 0.0 0.0 0.0 -0.2811
C 1.00255 0.67521 -3.46089 0.0 0.0 0.0 -0.3433
C 0.02512 1.53036 -3.96949 0.0 0.0 0.0 -0.1979
C 0.36820 2.78206 -4.45108 0.0 0.0 0.0 -0.8339
C 1.69518 3.20017 -4.43849 0.0 0.0 0.0 -0.4362
C 2.66834 2.35839 -3.92501 0.0 0.0 0.0 -0.6651
C 2.32178 1.10382 -3.43362 0.0 0.0 0.0 -0.3505
H 2.41097 -1.88388 -2.95742 0.0 0.0 0.0 0.2518
H -1.96709 -1.76377 -2.77607 0.0 0.0 0.0 0.4929
H -3.11480 -3.12971 -4.48275 0.0 0.0 0.0 0.3938
H -2.02616 -3.58871 -6.65891 0.0 0.0 0.0 0.3659
H 0.22800 -2.65449 -7.11586 0.0 0.0 0.0 0.3603
H 1.36027 -1.28700 -5.40678 0.0 0.0 0.0 0.3573
H -1.00862 1.21097 -3.95138 0.0 0.0 0.0 0.4111
H -0.40472 3.44271 -4.82566 0.0 0.0 0.0 0.3856
H 1.96179 4.18327 -4.80785 0.0 0.0 0.0 0.3645
H 3.70139 2.68204 -3.88261 0.0 0.0 0.0 0.4147
H 3.07589 0.46750 -2.98755 0.0 0.0 0.0 0.3151
```
Positions in Å, forces in eV/Å.

Calculated values
Maximum force ... 0.29 eV/Å
Relative energy (zero: lowest compared OMol25 entry of this formula, charge and spin) ... 54.2 kJ/mol
Net charge ... -2
Kohn-Sham gap ... 6.086 eV
E_tot ... -121115.1101 eV
Spin multiplicity ... 1